Here is a molecular structure, C22H17AuCl5IN2O2S2 from the Open Molecules 2025 dataset. Energies are from ωB97M-V/def2-TZVPD.

Values from the calculation:
HOMO energy   -8.903 eV
ΔE to the lowest compared entry with this formula, charge and spin   0.0 kcal per mole
Frontier orbital gap   8.0 eV
Molecular weight   906.66 g/mol

Each line ends with the natural charge from an NBO analysis.
Atoms and positions in Å:
Au (-0.293, 0.547, -0.860)  0.950
Cl (-3.009, 2.294, -1.905)  0.007
C (-1.508, 2.691, -2.674)  0.025
C (-0.353, 2.022, -2.283)  -0.384
C (0.829, 2.370, -2.939)  -0.080
Cl (2.294, 1.551, -2.527)  0.054
C (0.863, 3.345, -3.935)  -0.092
Cl (2.338, 3.742, -4.720)  0.066
C (-0.313, 3.996, -4.298)  -0.075
Cl (-0.291, 5.196, -5.529)  0.065
C (-1.509, 3.667, -3.668)  -0.131
Cl (-2.969, 4.456, -4.118)  0.060
I (-0.367, -2.525, -2.877)  0.207
C (-2.178, -2.270, -1.905)  0.083
C (-3.141, -3.272, -1.920)  -0.268
C (-4.324, -3.036, -1.244)  -0.145
C (-4.500, -1.830, -0.579)  -0.254
C (-3.479, -0.902, -0.623)  0.055
N (-2.339, -1.117, -1.282)  -0.515
H (-2.960, -4.199, -2.443)  0.238
H (-5.101, -3.790, -1.230)  0.227
H (-5.409, -1.614, -0.036)  0.231
H (-3.557, 0.050, -0.115)  0.211
C (-1.666, 2.711, 1.451)  -0.608
C (-0.313, 2.075, 1.742)  -0.293
C (0.500, 2.953, 2.701)  -0.597
C (0.534, 1.920, 0.493)  -0.378
H (-2.258, 2.802, 2.363)  0.214
H (-2.233, 2.121, 0.730)  0.207
H (-1.544, 3.712, 1.028)  0.206
H (-0.472, 1.103, 2.206)  0.220
H (0.722, 3.921, 2.244)  0.205
H (1.443, 2.474, 2.966)  0.220
H (-0.059, 3.140, 3.619)  0.217
H (1.510, 1.471, 0.647)  0.243
H (0.597, 2.852, -0.062)  0.203
O (4.575, -0.142, 1.703)  -0.919
S (3.993, -1.141, 0.861)  2.293
O (4.706, -1.590, -0.293)  -0.915
N (2.460, -0.650, 0.409)  -0.742
C (1.560, -1.418, 0.912)  0.120
S (-0.136, -1.240, 0.701)  -0.220
C (2.046, -2.547, 1.760)  -0.043
C (1.330, -3.530, 2.421)  -0.198
C (2.039, -4.480, 3.145)  -0.198
C (3.428, -4.448, 3.205)  -0.192
C (4.149, -3.463, 2.540)  -0.171
C (3.428, -2.529, 1.829)  -0.316
H (0.250, -3.556, 2.367)  0.233
H (1.503, -5.259, 3.671)  0.220
H (3.955, -5.202, 3.775)  0.221
H (5.229, -3.431, 2.577)  0.235

Forces on the atoms, in the same order (eV/Å):
Au -0.58 -0.24 0.43
Cl -0.08 -0.02 -0.04
C 0.07 -0.10 0.12
C 0.10 0.05 -0.08
C -0.08 0.04 -0.09
Cl 0.01 -0.05 0.08
C 0.01 -0.04 0.03
Cl 0.01 0.01 -0.01
C -0.01 0.04 -0.04
Cl 0.00 -0.01 0.02
C -0.01 -0.03 0.02
Cl 0.01 0.02 -0.02
I 0.25 0.02 -0.17
C -0.19 -0.02 0.06
C 0.07 0.02 -0.01
C -0.02 0.01 0.03
C 0.00 -0.04 0.00
C 0.00 0.03 0.03
N 0.11 0.24 -0.23
H -0.01 0.00 -0.01
H 0.00 0.00 -0.01
H 0.00 0.00 0.00
H -0.02 0.01 -0.02
C -0.05 -0.02 -0.04
C 0.00 0.12 -0.11
C 0.07 -0.02 0.03
C -0.09 -0.03 -0.26
H 0.02 0.01 0.01
H -0.01 0.00 0.05
H 0.01 -0.01 -0.02
H 0.08 -0.05 0.01
H 0.01 0.00 0.00
H 0.02 0.03 0.01
H -0.03 -0.04 -0.02
H 0.05 0.04 0.05
H 0.12 0.04 0.03
O 0.02 0.07 0.09
S -0.35 -0.14 0.08
O 0.08 -0.07 -0.11
N 0.24 0.00 -0.07
C -0.16 -0.11 0.23
S 0.10 0.13 0.01
C 0.25 -0.06 0.01
C 0.02 0.04 -0.04
C -0.05 -0.04 0.02
C 0.03 -0.01 0.01
C 0.02 0.03 -0.01
C -0.02 0.14 -0.10
H -0.01 0.00 0.01
H 0.00 0.00 0.00
H 0.00 0.00 0.00
H 0.00 0.00 0.00

***

Here is 4 unconnected molecules or ions with the total composition C2H12O3 from the Open Molecules 2025 dataset. Energies are from ωB97M-V/def2-TZVPD.

Values from the calculation:
Net charge   +1
2S+1   2
HOMO energy (alpha / beta)   -16.112 / -16.007 eV
ΔE to the lowest compared entry with this formula, charge and spin   0.0 kcal per mole
Frontier orbital gap (alpha / beta)   12.3 / 4.9 eV
Molecular weight   84.11 g/mol

Each line ends with the Mulliken spin population.
Atoms and positions in Å:
C (1.560, 0.316, 0.649)  0.041
C (1.065, 1.525, -0.139)  0.032
H (2.629, 0.137, 0.514)  0.036
H (1.341, 0.425, 1.715)  0.008
H (1.029, -0.606, 0.314)  0.047
H (1.571, 2.424, 0.215)  0.019
H (-0.012, 1.687, -0.019)  0.013
H (1.248, 1.423, -1.206)  0.002
H (-3.035, -0.625, -0.284)  0.000
H (-1.620, -0.486, -0.817)  0.001
O (-2.177, -0.238, -0.047)  0.017
H (0.295, -1.141, -1.766)  0.000
H (-0.262, -0.294, -2.925)  0.000
O (-0.522, -0.895, -2.216)  0.000
H (-1.330, -1.058, 1.261)  -0.019
H (-1.016, -1.057, 2.791)  -0.019
O (-0.763, -1.537, 1.961)  0.823

Forces on the atoms, in the same order (eV/Å):
C -0.83 0.43 0.05
C -0.19 -0.37 0.16
H 0.03 -0.36 0.16
H 0.34 0.20 0.03
H 0.16 -0.12 -0.18
H -0.01 0.07 0.10
H 0.06 0.09 0.05
H 0.10 -0.08 -0.07
H 0.02 0.24 0.25
H 0.11 0.31 -0.27
O 0.37 -1.00 0.49
H 0.06 -0.06 -0.34
H -0.07 -0.03 0.01
O 0.02 0.02 0.43
H -0.47 0.40 -1.19
H 0.33 -0.22 0.10
O -0.04 0.48 0.22

***

Here is a molecular structure, C29H37As2CrN4O2S2 from the Open Molecules 2025 dataset. Energies are from ωB97M-V/def2-TZVPD.

Values from the calculation:
Net charge   +2
2S+1   4
HOMO energy (alpha / beta)   -13.995 / -14.009 eV
ΔE to the lowest compared entry with this formula, charge and spin   3.2 kcal per mole
Frontier orbital gap (alpha / beta)   7.3 / 7.3 eV
Molecular weight   739.62 g/mol

Each line ends with the Mulliken spin population.
Atoms and positions in Å:
Cr (-1.923, -0.234, 0.119)  3.263
N (-2.352, 1.603, 1.118)  -0.039
N (-2.944, 2.397, 0.098)  -0.001
C (-3.691, 1.681, -0.869)  0.012
O (-4.506, 2.233, -1.546)  0.013
O (-3.360, 0.399, -0.926)  -0.033
H (-2.990, 1.482, 1.903)  0.001
H (-1.521, 2.075, 1.462)  0.006
H (-3.407, 3.238, 0.417)  0.000
C (-4.685, -0.762, 2.814)  0.005
As (-3.380, -1.624, 1.684)  -0.067
C (-2.430, -2.783, 2.905)  0.004
C (-4.392, -2.834, 0.579)  0.028
C (-5.576, -3.410, 1.029)  0.000
C (-6.262, -4.301, 0.218)  0.000
C (-5.766, -4.624, -1.039)  0.000
C (-4.586, -4.052, -1.489)  0.000
C (-3.898, -3.152, -0.682)  -0.019
As (-2.275, -2.314, -1.296)  -0.102
C (-2.624, -1.853, -3.131)  0.001
C (-0.995, -3.756, -1.399)  0.002
H (-5.179, -1.505, 3.438)  -0.004
H (-5.422, -0.251, 2.197)  0.002
H (-4.183, -0.047, 3.465)  -0.001
H (-3.135, -3.484, 3.349)  -0.004
H (-1.958, -2.191, 3.688)  0.001
H (-1.665, -3.334, 2.360)  -0.001
H (-5.974, -3.169, 2.007)  0.000
H (-7.185, -4.742, 0.566)  0.000
H (-6.303, -5.317, -1.672)  0.000
H (-4.216, -4.305, -2.476)  0.000
H (-2.818, -2.753, -3.711)  -0.004
H (-1.753, -1.338, -3.534)  0.000
H (-3.481, -1.184, -3.155)  0.003
H (-1.434, -4.583, -1.953)  -0.004
H (-0.725, -4.090, -0.399)  0.001
H (-0.103, -3.406, -1.917)  0.000
S (0.019, -0.783, 1.454)  -0.059
C (1.320, -0.098, 0.609)  0.004
N (2.475, 0.153, 1.158)  0.021
C (3.605, 0.623, 0.334)  0.000
C (3.546, -0.060, -1.001)  -0.001
N (2.233, 0.198, -1.610)  0.022
C (2.253, 0.464, -3.069)  -0.001
C (2.954, 1.766, -3.359)  0.002
C (4.162, 1.769, -4.044)  0.000
C (4.816, 2.968, -4.300)  0.000
C (4.264, 4.162, -3.865)  0.000
C (3.054, 4.163, -3.180)  0.000
C (2.398, 2.970, -2.929)  -0.001
C (1.159, 0.234, -0.869)  0.005
S (-0.365, 0.663, -1.456)  -0.069
C (2.750, 0.042, 2.611)  0.004
C (3.355, 1.322, 3.125)  -0.002
C (4.612, 1.318, 3.713)  0.000
C (5.161, 2.501, 4.191)  0.000
C (4.458, 3.689, 4.070)  0.000
C (3.200, 3.699, 3.479)  0.000
C (2.649, 2.518, 3.012)  -0.001
H (4.524, 0.372, 0.860)  0.000
H (3.558, 1.710, 0.237)  0.001
H (3.700, -1.139, -0.920)  0.001
H (4.303, 0.356, -1.663)  0.000
H (1.227, 0.458, -3.426)  0.001
H (2.789, -0.370, -3.524)  0.002
H (4.590, 0.836, -4.395)  0.000
H (5.751, 2.966, -4.843)  0.000
H (4.771, 5.096, -4.067)  0.000
H (2.617, 5.098, -2.856)  0.000
H (1.441, 2.977, -2.417)  0.002
H (3.435, -0.796, 2.747)  -0.001
H (1.815, -0.198, 3.110)  0.001
H (5.163, 0.389, 3.810)  0.000
H (6.137, 2.492, 4.655)  0.000
H (4.887, 4.610, 4.441)  0.000
H (2.649, 4.626, 3.393)  0.000
H (1.661, 2.524, 2.561)  0.002

Forces on the atoms, in the same order (eV/Å):
Cr -0.02 -0.12 0.09
N 0.00 0.07 -0.08
N -0.02 0.06 0.05
C -0.13 -0.20 0.02
O 0.06 0.03 0.00
O -0.02 0.08 0.01
H 0.04 0.02 0.04
H 0.02 0.00 -0.05
H 0.02 0.01 0.00
C -0.01 0.09 0.00
As 0.03 0.00 -0.14
C -0.02 -0.03 0.03
C -0.05 -0.02 0.09
C 0.03 -0.01 -0.01
C 0.00 -0.01 -0.02
C 0.00 0.01 0.02
C -0.01 0.01 0.03
C -0.01 -0.05 -0.10
As 0.12 0.13 0.09
C -0.01 0.02 -0.05
C 0.04 0.00 -0.01
H -0.02 0.01 0.01
H -0.01 0.01 0.00
H -0.02 -0.01 0.03
H 0.02 -0.01 0.02
H 0.00 0.00 0.00
H -0.01 -0.02 0.01
H -0.01 0.00 0.00
H 0.00 0.00 0.00
H -0.01 0.00 0.00
H 0.00 0.00 0.00
H -0.02 0.01 -0.02
H 0.00 -0.02 -0.02
H -0.01 0.00 -0.01
H 0.02 -0.02 0.00
H -0.01 -0.01 0.00
H 0.01 -0.01 0.00
S -0.08 -0.07 0.01
C -0.04 0.04 -0.29
N 0.17 0.07 0.07
C -0.05 -0.04 0.06
C -0.06 0.03 -0.06
N 0.17 0.01 -0.07
C -0.04 -0.01 0.04
C 0.00 0.00 0.00
C 0.01 0.02 0.00
C -0.01 -0.01 0.01
C -0.01 0.00 0.00
C 0.00 0.00 0.00
C 0.01 0.00 0.00
C 0.02 -0.10 0.28
S -0.06 0.07 -0.05
C -0.02 -0.02 -0.04
C -0.01 -0.02 0.00
C 0.02 0.03 0.00
C -0.01 -0.02 0.00
C -0.01 0.01 0.00
C 0.01 0.00 0.01
C 0.01 0.00 0.01
H 0.00 0.00 0.01
H 0.00 0.01 -0.02
H 0.00 -0.01 0.02
H 0.00 0.00 -0.01
H 0.01 0.00 0.01
H -0.01 0.00 -0.01
H 0.00 0.00 0.00
H 0.00 0.00 0.00
H 0.00 0.00 0.00
H 0.00 0.00 0.00
H 0.00 0.00 0.00
H -0.01 -0.01 0.01
H -0.01 0.01 -0.01
H 0.00 0.00 0.00
H 0.00 0.00 0.00
H 0.00 0.00 0.00
H 0.00 0.00 0.00
H 0.00 0.00 0.00

***

Here is a molecular structure, C18H17F5GeO3OsS2 from the Open Molecules 2025 dataset. Energies are from ωB97M-V/def2-TZVPD.

Values from the calculation:
Net charge   +2
HOMO energy (alpha / beta)   -14.933 / -14.927 eV
ΔE to the lowest compared entry with this formula, charge and spin   61.9 kcal per mole
Frontier orbital gap (alpha / beta)   5.5 / 5.5 eV
Molecular weight   703.30 g/mol

Each line ends with the natural charge from an NBO analysis.
Atoms and positions in Å:
Os (-0.428, 1.118, 0.392)  0.699
C (-3.037, 3.779, 2.667)  -0.258
O (-2.139, 2.599, 2.524)  -0.403
C (-1.653, 2.326, 1.412)  0.735
O (-1.768, 2.780, 0.262)  -0.485
H (-2.662, 4.309, 3.534)  0.243
H (-4.031, 3.380, 2.838)  0.235
H (-2.983, 4.380, 1.764)  0.216
C (-3.772, -3.737, 0.783)  -0.260
O (-3.390, -2.349, 1.009)  -0.460
C (-2.272, -1.911, 0.521)  0.031
S (-1.179, -2.711, -0.367)  0.010
S (-2.164, -0.183, 0.945)  0.241
H (-4.740, -3.831, 1.260)  0.234
H (-3.036, -4.385, 1.251)  0.218
H (-3.838, -3.919, -0.286)  0.216
Ge (1.623, -0.053, -0.873)  1.279
C (0.038, 0.740, -1.817)  -0.611
C (0.395, 2.002, -2.369)  -0.105
C (-0.338, 2.536, -3.407)  -0.200
C (-1.425, 1.826, -3.921)  -0.078
C (-1.784, 0.583, -3.400)  -0.196
C (-1.074, 0.046, -2.342)  -0.156
C (2.307, -1.688, -0.186)  -0.412
C (1.726, -2.501, 0.783)  -0.222
C (2.397, -3.624, 1.232)  -0.190
C (3.649, -3.940, 0.711)  -0.129
C (4.248, -3.115, -0.235)  -0.194
C (3.588, -1.981, -0.672)  -0.207
H (2.768, 0.771, -1.436)  -0.101
H (1.255, 2.540, -1.988)  0.238
H (-0.063, 3.493, -3.828)  0.258
H (-1.993, 2.243, -4.743)  0.255
H (-2.615, 0.038, -3.825)  0.256
H (-1.342, -0.924, -1.943)  0.253
H (0.781, -2.237, 1.228)  0.218
H (1.955, -4.248, 1.996)  0.240
H (4.169, -4.822, 1.060)  0.245
H (5.230, -3.350, -0.621)  0.248
H (4.073, -1.331, -1.392)  0.231
F (0.908, 1.143, 2.744)  -0.304
C (0.963, 2.008, 1.692)  0.435
F (0.544, 3.225, 2.113)  -0.310
C (2.453, 2.208, 1.330)  0.916
F (3.078, 2.906, 2.246)  -0.258
F (3.050, 1.014, 1.207)  -0.297
F (2.529, 2.846, 0.149)  -0.313

Forces on the atoms, in the same order (eV/Å):
Os -0.88 0.20 -0.94
C -0.05 0.04 0.01
O -0.10 0.04 0.13
C 0.12 0.30 -0.24
O 0.18 -0.27 -0.11
H 0.00 0.00 0.01
H 0.00 0.00 0.00
H 0.00 0.00 0.00
C -0.06 0.04 0.02
O -0.07 0.36 0.27
C 0.57 -0.52 -0.63
S 0.04 -0.07 -0.03
S -0.17 0.47 0.97
H 0.00 0.00 0.01
H 0.03 -0.02 -0.04
H 0.04 -0.03 -0.01
Ge 0.01 -0.42 -0.14
C 0.20 0.08 0.07
C -0.05 0.02 0.08
C -0.09 -0.06 -0.04
C 0.02 -0.06 0.07
C 0.09 0.18 -0.08
C 0.03 -0.11 -0.03
C -0.02 0.01 -0.18
C 0.13 0.02 0.28
C 0.06 0.03 -0.03
C 0.00 0.08 -0.07
C -0.03 -0.11 0.10
C 0.00 0.08 -0.13
H -0.05 0.13 0.02
H 0.01 0.00 -0.03
H 0.01 -0.01 -0.02
H 0.00 0.01 0.00
H 0.00 -0.01 0.00
H 0.02 0.12 -0.03
H -0.07 -0.03 0.02
H 0.00 0.00 0.00
H 0.00 0.00 0.00
H 0.00 -0.01 -0.01
H 0.00 -0.02 0.00
F 0.15 0.14 0.08
C -0.05 -0.71 0.84
F -0.02 0.02 -0.15
C 0.06 0.06 -0.01
F -0.03 -0.02 -0.01
F -0.02 0.01 -0.07
F 0.00 0.02 0.04

***

Here is a molecular structure, C4H12MgNOP2 from the Open Molecules 2025 dataset. Energies are from ωB97M-V/def2-TZVPD.

Values from the calculation:
Net charge   +1
HOMO energy   -11.301 eV
ΔE to the lowest compared entry with this formula, charge and spin   10.2 kcal per mole
Frontier orbital gap   4.7 eV
Molecular weight   176.40 g/mol

Each line ends with the natural charge from an NBO analysis.
Atoms and positions in Å:
C (2.644, -0.465, 0.149)  -0.599
C (1.468, 0.314, -0.479)  -0.728
P (0.161, 0.454, 0.793)  0.839
C (0.161, 2.169, 1.417)  -0.937
C (-1.489, 0.176, -0.090)  -0.257
O (-1.427, 0.281, -1.429)  -0.669
P (-2.036, -1.498, 0.218)  1.274
N (-3.396, -1.958, -0.392)  -1.263
H (2.291, -1.465, 0.358)  0.207
H (3.498, -0.483, -0.512)  0.233
H (2.892, 0.001, 1.091)  0.223
H (1.140, -0.279, -1.337)  0.163
H (1.797, 1.263, -0.889)  0.244
H (1.109, 2.464, 1.840)  0.263
H (-0.173, 2.878, 0.672)  0.238
H (-0.576, 2.199, 2.210)  0.263
H (-1.328, 1.219, -1.679)  0.524
H (-1.944, -1.652, 1.616)  -0.003
H (-0.941, -2.280, -0.439)  -0.214
H (-3.817, -1.166, -0.870)  0.386
Mg (-0.034, -2.172, -2.248)  0.812

Forces on the atoms, in the same order (eV/Å):
C -0.87 0.46 -0.08
C 0.36 0.06 0.03
P -0.55 -0.12 0.45
C -0.58 -0.17 -0.11
C 2.32 -1.16 0.31
O -0.81 0.54 -0.73
P -2.58 0.62 0.61
N 0.71 0.28 -0.05
H 0.19 -0.40 0.14
H 0.26 -0.02 -0.11
H 0.45 -0.01 0.29
H -0.36 0.00 -0.22
H 0.00 0.30 0.01
H 0.34 -0.08 -0.03
H 0.17 0.25 -0.29
H -0.14 -0.01 0.28
H 0.40 -0.35 -0.20
H 0.60 -0.23 -0.14
H 0.77 0.24 0.10
H -0.37 -0.31 -0.17
Mg -0.32 0.11 -0.08

***

> What is the molecular weight in the second record?

84.11 g/mol